{"formula": "C41H44IN3O5Os", "method": "ωB97M-V/def2-TZVPD", "fmax_ev_per_a": 0.71, "energy_ha": -2517.10218, "total_charge": 2, "homo_energy_ha": -0.48176, "species": ["Os", "C", "C", "C", "C", "C", "C", "C", "C", "C", "C", "C", "C", "H", "H", "H", "H", "H", "H", "H", "H", "H", "H", "H", "H", "H", "H", "H", "H", "H", "H", "C", "O", "C", "C", "C", "C", "C", "C", "N", "C", "N", "C", "C", "C", "C", "C", "C", "O", "C", "N", "C", "C", "C", "C", "C", "C", "O", "C", "H", "H", "H", "H", "H", "H", "H", "H", "H", "H", "H", "H", "H", "H", "H", "H", "H", "H", "H", "H", "H", "H", "I", "C", "C", "C", "C", "C", "C", "C", "O", "O", "H", "H", "H", "H"], "xyz": [[0.681, 0.521, -1.658], [-2.205, 0.321, -3.231], [-0.708, 0.308, -3.406], [-0.041, 1.536, -3.733], [-0.848, 2.754, -4.074], [1.362, 1.554, -3.750], [2.130, 2.828, -3.968], [2.096, 0.325, -3.617], [3.590, 0.406, -3.653], [1.425, -0.925, -3.542], [2.226, -2.195, -3.595], [0.011, -0.930, -3.485], [-0.790, -2.190, -3.624], [-2.704, 0.241, -4.200], [-2.527, 1.246, -2.757], [-2.534, -0.501, -2.601], [-0.946, 3.439, -3.231], [-1.845, 2.476, -4.401], [-0.363, 3.288, -4.889], [2.644, 2.797, -4.930], [2.885, 2.960, -3.191], [1.482, 3.699, -3.974], [3.946, 0.870, -2.728], [3.912, 1.048, -4.470], [4.068, -0.558, -3.771], [2.558, -2.381, -4.619], [1.664, -3.058, -3.256], [3.111, -2.123, -2.968], [-1.597, -2.255, -2.902], [-0.194, -3.091, -3.562], [-1.256, -2.159, -4.614], [1.176, -3.318, 4.829], [0.489, -2.606, 3.795], [-0.728, -2.084, 4.097], [-1.348, -2.149, 5.334], [-2.601, -1.573, 5.506], [-3.249, -0.952, 4.451], [-2.639, -0.897, 3.206], [-1.374, -1.440, 3.036], [-0.687, -1.466, 1.790], [-0.612, -0.484, 0.899], [-1.138, 0.673, 1.182], [-0.992, 1.893, 0.514], [-0.197, 2.054, -0.602], [0.045, 3.378, -0.994], [-0.536, 4.449, -0.345], [-1.386, 4.260, 0.742], [-1.604, 2.972, 1.182], [-2.326, 2.617, 2.270], [-2.824, 3.662, 3.112], [0.052, -0.712, -0.315], [0.376, -2.114, -0.488], [1.699, -2.517, -0.446], [2.019, -3.866, -0.534], [1.000, -4.797, -0.645], [-0.336, -4.402, -0.667], [-0.659, -3.056, -0.586], [-1.917, -2.552, -0.567], [-3.004, -3.484, -0.503], [2.101, -3.670, 4.384], [0.585, -4.168, 5.171], [1.400, -2.655, 5.665], [-0.862, -2.636, 6.167], [-3.075, -1.623, 6.477], [-4.233, -0.526, 4.586], [-3.168, -0.457, 2.369], [-0.054, -2.247, 1.673], [-1.537, 0.768, 2.114], [0.734, 3.584, -1.803], [-0.321, 5.457, -0.677], [-1.833, 5.106, 1.241], [-3.297, 3.167, 3.953], [-3.555, 4.268, 2.577], [-2.003, 4.287, 3.467], [2.475, -1.766, -0.336], [3.053, -4.182, -0.504], [1.236, -5.851, -0.703], [-1.113, -5.150, -0.735], [-3.908, -2.885, -0.458], [-2.927, -4.102, 0.392], [-3.027, -4.117, -1.391], [0.262, 1.508, 5.677], [1.138, 1.766, 3.805], [1.178, 3.035, 3.238], [1.707, 3.198, 1.967], [2.154, 2.091, 1.256], [2.154, 0.835, 1.850], [1.661, 0.668, 3.135], [2.662, 2.289, -0.127], [3.354, 3.205, -0.465], [2.332, 1.323, -1.032], [0.808, 3.890, 3.786], [1.759, 4.180, 1.515], [2.557, -0.017, 1.311], [1.672, -0.307, 3.602]]}